Entry 1:
Here is a structure of composition C37H20Br5CuF4NO2P in a non-equilibrium geometry from OMol25. Energies are from wB97M-V/def2-TZVPD.

Summary:
Expectation value of S² = 0.772
HOMO energy (alpha / beta) = -4.68 / -3.81 eV
2S+1 = 2
Electronic energy = -16878.53152 Eh
Charge = -1
Kohn-Sham gap (alpha / beta) = 6.69 / 4.53 eV
LUMO level (alpha / beta) = 2.005 / 0.722 eV

Element x y z (Å)
Cu: 1.29104 -1.32607 0.40223
Br: 4.17575 -7.39189 1.08280
C: 3.97624 -5.48449 1.12745
C: 5.05801 -4.65887 1.44251
Br: 6.90346 -5.27475 1.57951
C: 4.89385 -3.30510 1.61230
Br: 6.23002 -2.20952 2.40306
C: 3.57354 -2.74338 1.27588
O: 3.33349 -1.50852 1.10037
C: 2.39953 -3.61839 1.03208
O: 1.22376 -3.11243 0.80567
C: 2.65021 -4.99396 1.01378
Br: 1.17156 -6.11936 0.70142
F: -7.21775 -3.44723 1.44671
C: -6.12476 -2.76895 0.99584
C: -6.15222 -1.34600 0.89308
F: -7.28973 -0.68046 1.09505
C: -4.97292 -0.61064 0.69780
F: -5.12053 0.75205 0.63353
C: -3.73754 -1.21840 0.56425
P: -2.10378 -0.54593 0.31424
C: -2.04692 0.46668 1.85120
C: -1.32779 -0.11888 2.90937
C: -1.01113 0.60231 4.05950
C: -1.49509 1.90821 4.19376
C: -2.34789 2.40730 3.21887
C: -2.62642 1.74083 2.03023
C: -2.53157 0.63726 -0.95937
C: -3.43982 0.20637 -1.93554
C: -4.01369 1.15030 -2.83321
C: -3.63849 2.46579 -2.76342
C: -2.67126 2.91809 -1.83312
C: -2.10779 1.99720 -0.95796
C: -3.69761 -2.62684 0.70943
Br: -2.05792 -3.59398 0.76718
C: -4.89350 -3.32287 0.90816
F: -4.81383 -4.67912 1.10148
H: -1.00356 -1.16996 2.83255
H: -0.47892 0.08485 4.87057
H: -1.15182 2.54831 4.99770
H: -2.61842 3.43118 3.28826
H: -3.33019 2.14998 1.30784
H: -3.80809 -0.81766 -1.96684
H: -4.78350 0.79829 -3.49435
H: -4.20210 3.21856 -3.33723
H: -2.37404 3.96218 -1.76154
H: -1.36262 2.35250 -0.26435
N: 1.17397 0.42297 -0.11709
C: 1.95379 1.07695 -0.85674
C: 2.35625 0.62572 -2.27413
C: 2.45630 -0.75393 -2.52306
C: 2.63502 -1.18305 -3.81603
C: 2.62291 -0.28402 -4.85462
C: 2.48867 1.08615 -4.58870
C: 2.33493 1.54940 -3.29280
C: 2.56164 2.30567 -0.30819
C: 3.70745 2.87027 -0.88758
C: 4.15246 4.10827 -0.40588
C: 3.58599 4.68022 0.70437
C: 2.63147 4.00994 1.42733
C: 2.06990 2.86463 0.90211
H: 2.27785 -1.44509 -1.71045
H: 2.78043 -2.19781 -4.15521
H: 2.78627 -0.60998 -5.87492
H: 2.49741 1.74150 -5.41114
H: 2.16554 2.57940 -3.07420
H: 4.17807 2.34493 -1.73593
H: 4.95476 4.56728 -0.99995
H: 3.88426 5.71000 1.03242
H: 2.24963 4.46390 2.34723
H: 1.16775 2.36214 1.31440

Forces on atoms 1 to 3 (eV/Å):
-0.46 1.25 0.10
0.38 0.48 -0.05
-1.23 -0.92 0.18

Entry 2:
Here is an isolated molecule of C6H12O from OMol25. Energies are from wB97M-V/def2-TZVPD.

Summary:
HOMO energy = -8.54 eV
Electronic energy = -310.96470 Eh
Charge = 0
Kohn-Sham gap = 9.48 eV
LUMO level = 0.941 eV

Element x y z (Å)
C: 2.38114 1.36517 0.73118
C: 1.71081 0.03786 0.38575
C: 0.18876 0.14382 0.31515
C: -0.49612 -1.19649 0.05023
C: -2.00475 -1.03743 -0.20569
C: -2.18415 -0.49914 -1.60091
O: -2.81297 0.65828 -1.50852
H: 2.13177 2.13511 -0.00841
H: 2.05034 1.72771 1.71181
H: 3.47175 1.26932 0.76046
H: 1.98989 -0.71982 1.13121
H: 2.08800 -0.32742 -0.57920
H: -0.09040 0.85765 -0.47409
H: -0.19576 0.56658 1.25491
H: -0.32948 -1.87026 0.89980
H: -2.47566 -0.41657 0.57255
H: -2.47649 -2.02998 -0.19643
H: -0.04300 -1.67028 -0.83057
H: -2.90370 1.00590 -2.40924

Forces on atoms 1 to 3 (eV/Å):
0.02 0.05 0.02
0.01 -0.06 -0.01
-0.03 0.05 -0.01

Entry 3:
Here is a cluster of 2 separate species, C16H21N3O6 in total in a non-equilibrium geometry from OMol25. Energies are from wB97M-V/def2-TZVPD.

Summary:
HOMO energy = -8.08 eV
SMILES string = N[C@@H](Cc1c[nH]c2ccccc12)C(=O)O.N[C@@H](CCC(=O)O)C(=O)O
Electronic energy = -1237.99984 Eh
Charge = 0
Kohn-Sham gap = 8.44 eV
LUMO level = 0.362 eV

Element x y z (Å)
N: 3.57140 -0.86076 2.70187
C: 3.71620 -1.09961 1.28049
C: 3.07367 -2.39401 0.82600
C: 1.67257 -2.53944 1.35554
C: 1.26494 -3.02345 2.57644
N: -0.09642 -3.21042 2.57557
C: -0.59599 -2.86063 1.32982
C: -2.01609 -2.79110 0.85216
C: -2.17863 -2.26962 -0.49633
C: -1.07749 -1.77124 -1.18295
C: 0.22630 -1.92250 -0.72463
C: 0.45557 -2.39033 0.58188
C: 3.05803 0.03674 0.63004
O: 2.58287 0.95504 1.24083
O: 3.08251 -0.07873 -0.70098
H: 2.57809 -0.73621 2.91427
H: 3.97198 -0.01283 2.94048
H: 4.79757 -1.12919 1.02830
H: 3.72014 -3.17060 1.34227
H: 3.16628 -2.57119 -0.30319
H: 1.82860 -3.15844 3.52651
H: -0.62149 -3.22153 3.38177
H: -2.78610 -3.36697 1.25970
H: -3.09488 -2.38791 -0.85098
H: -1.29929 -1.15403 -2.02581
H: 1.03010 -1.69257 -1.35042
H: 2.80317 0.70951 -1.07233
N: -2.61689 0.79459 -2.47043
C: -2.10558 2.15492 -2.72775
C: -2.46021 3.08565 -1.52278
C: -1.99442 2.39836 -0.23424
C: -2.30976 3.16466 1.00680
O: -3.04606 4.14018 0.98440
O: -1.77133 2.67176 2.13827
C: -0.59403 1.92790 -2.85099
O: 0.34743 2.31559 -2.16239
O: -0.36589 1.15033 -3.98669
H: -3.60932 0.82637 -2.50171
H: -2.26247 0.07179 -3.19848
H: -2.49603 2.53821 -3.65046
H: -3.46447 3.38297 -1.50476
H: -1.85648 4.02018 -1.60590
H: -0.98518 2.21181 -0.23453
H: -2.43280 1.31754 -0.17559
H: -1.02034 2.02572 2.02890
H: 0.57968 0.96232 -3.90159

Forces on atoms 1 to 3 (eV/Å):
-0.85 -2.86 0.38
0.64 0.22 0.72
0.96 -1.76 0.36

Entry 4:
Here is a structure of composition C2H3P3 in a non-equilibrium geometry from OMol25. Energies are from wB97M-V/def2-TZVPD.

Summary:
HOMO energy = -8.71 eV
Electronic energy = -1101.96714 Eh
Charge = 0
Kohn-Sham gap = 7.47 eV
LUMO level = -1.234 eV

Element x y z (Å)
C: 0.76945 0.86305 -0.08747
C: 0.25904 -0.51799 -0.02819
P: 2.21128 1.70607 0.05037
P: 2.35214 -1.53770 0.07631
P: 3.62148 0.03450 -0.07726
H: -0.12068 1.44593 -0.21814
H: -0.20327 -1.01974 0.83990
H: -0.18932 -0.75101 -0.95638

Forces on atoms 1 to 3 (eV/Å):
-0.93 0.18 1.03
4.79 -1.18 0.77
-1.00 -0.21 -0.52